Entry from the Open Molecules 2025 dataset: 6 unconnected molecules or ions with the total composition C34H73F3NO16P in a non-equilibrium geometry (ωB97M-V/def2-TZVPD).

Geometry (Å):
C1 5.273 -2.599 4.878
C2 3.853 -2.356 5.311
C3 2.713 -3.573 5.375
C4 2.342 -3.935 3.819
O1 1.429 -5.097 3.551
C5 0.492 -4.926 2.390
O2 -0.590 -5.675 2.094
C6 1.131 -3.644 1.526
C7 0.137 -2.807 0.522
C8 0.999 -1.563 -0.164
C9 0.199 -0.154 -0.269
C10 0.765 1.099 0.593
N1 2.074 0.903 1.311
P1 2.419 -4.551 0.444
O3 3.296 -5.632 1.226
O4 1.528 -5.486 -0.776
O5 3.545 -3.520 -0.393
C11 1.636 -2.797 2.858
C12 0.719 -1.615 3.487
C13 -0.597 -2.039 4.333
O6 -0.576 -3.346 4.993
C14 -2.028 -1.965 3.491
F1 -2.114 -0.825 2.552
F2 -2.405 -3.287 2.886
F3 -3.080 -1.714 4.547
H1 5.596 -3.418 4.088
H2 6.140 -1.902 5.291
H3 3.599 -1.232 5.616
H4 1.817 -3.194 6.026
H5 3.224 -4.460 5.940
H6 3.415 -4.020 3.312
H7 -0.183 -3.571 -0.338
H8 -0.862 -2.438 1.004
H9 1.215 -1.923 -1.282
H10 2.031 -1.546 0.377
H11 -0.949 -0.289 0.014
H12 0.187 0.176 -1.416
H13 -0.047 1.352 1.430
H14 0.874 2.108 -0.035
H15 1.994 1.004 2.348
H16 2.858 1.465 0.910
H17 1.411 -4.942 -1.611
H18 3.729 -3.958 -1.293
H19 2.569 -2.189 2.426
H20 1.417 -0.978 4.216
H21 0.446 -0.858 2.606
H22 -0.722 -1.232 5.205
H23 -1.184 -3.314 5.809
C15 5.307 -1.431 -1.414
O7 4.802 -1.658 -2.726
C16 4.303 -0.460 -3.329
C17 5.302 0.112 -4.339
O8 6.484 0.586 -3.687
C18 7.570 -0.323 -3.811
H24 5.861 -2.321 -1.101
H25 5.984 -0.573 -1.381
H26 4.476 -1.274 -0.720
H27 4.044 0.284 -2.565
H28 3.383 -0.730 -3.858
H29 4.844 0.973 -4.836
H30 5.551 -0.628 -5.109
H31 7.967 -0.288 -4.831
H32 7.279 -1.345 -3.561
H33 8.360 -0.010 -3.120
C19 1.803 5.194 -7.796
O9 1.679 5.434 -6.398
C20 1.094 4.325 -5.708
C21 2.159 3.501 -4.978
O10 3.028 2.842 -5.904
C22 4.280 3.504 -6.034
H34 2.442 5.973 -8.221
H35 2.258 4.221 -8.004
H36 0.818 5.252 -8.269
H37 0.513 3.698 -6.396
H38 0.402 4.740 -4.968
H39 1.661 2.720 -4.396
H40 2.731 4.126 -4.281
H41 4.888 3.325 -5.142
H42 4.159 4.578 -6.192
H43 4.801 3.084 -6.900
C23 -6.730 0.898 6.174
O11 -6.744 -0.504 5.931
C24 -5.491 -1.121 6.240
C25 -5.547 -1.847 7.588
O12 -5.691 -0.922 8.669
C26 -7.024 -0.864 9.158
H44 -7.759 1.265 6.128
H45 -6.322 1.137 7.161
H46 -6.143 1.401 5.400
H47 -4.677 -0.386 6.222
H48 -5.295 -1.857 5.453
H49 -4.601 -2.375 7.742
H50 -6.353 -2.591 7.601
H51 -7.246 -1.768 9.735
H52 -7.751 -0.753 8.350
H53 -7.110 0.002 9.821
C27 -4.663 1.974 2.275
O13 -4.417 3.031 1.354
C28 -5.581 3.829 1.121
C29 -5.517 5.146 1.900
O14 -5.598 4.919 3.310
C30 -4.329 5.006 3.945
H54 -3.702 1.546 2.571
H55 -5.176 2.328 3.174
H56 -5.260 1.195 1.791
H57 -6.494 3.271 1.365
H58 -5.603 4.055 0.050
H59 -6.381 5.760 1.625
H60 -4.610 5.710 1.647
H61 -4.017 6.053 4.004
H62 -3.569 4.421 3.422
H63 -4.427 4.614 4.962
C31 -1.439 -1.775 -7.781
O15 -1.157 -0.637 -8.589
C32 -1.830 0.537 -8.125
C33 -0.876 1.456 -7.355
O16 -0.459 0.855 -6.125
C34 0.853 0.314 -6.207
H64 -0.739 -2.570 -8.052
H65 -1.320 -1.558 -6.715
H66 -2.458 -2.123 -7.976
H67 -2.702 0.274 -7.515
H68 -2.190 1.069 -9.012
H69 -1.408 2.377 -7.096
H70 -0.010 1.729 -7.970
H71 1.588 1.125 -6.206
H72 0.985 -0.306 -7.096
H73 1.022 -0.310 -5.323

Results
* SMILES string: C=CC[C@H]1OC(=O)[C@](CCCCN)(P(=O)(O)O)[C@H]1C[C@H](O)C(F)(F)F.COCCOC.COCCOC.COCCOC.COCCOC.COCCOC
* orbital gap: 0.3371 Eh
* total charge: 0
* HOMO: -9.2 eV
* max |F|: 9.6 eV/A
* LUMO level: -0.05 eV

Löwdin population analysis, charges in e, atoms 1 to 4: -0.03, -0.15, -0.11, -0.22


Entry from the Open Molecules 2025 dataset: 4 unconnected molecules or ions with the total composition C34H76BBrClN4O12 in a non-equilibrium geometry (ωB97M-V/def2-TZVPD).

Geometry (Å):
C1 3.434 -1.748 -2.699
C2 2.769 -0.652 -1.668
O1 1.350 -0.877 -1.358
C3 0.446 -0.294 -2.376
C4 0.244 -1.209 -3.740
C5 0.231 -2.823 -3.460
C6 -1.232 -3.548 -3.636
Br1 -1.353 -4.954 -2.162
C7 -1.047 -0.516 -1.647
N1 -1.550 -1.766 -0.931
N2 -1.923 0.573 -1.627
C8 -3.282 0.703 -0.941
C9 -3.419 2.095 -0.062
C10 -3.604 1.762 1.562
N3 -2.320 2.195 2.241
C11 -1.208 1.640 -2.481
C12 -2.052 1.635 -3.895
N4 -2.446 3.070 -4.305
C13 0.412 1.347 -2.499
C14 1.096 2.290 -1.347
C15 0.736 1.896 0.198
C16 2.176 1.995 1.044
Cl1 2.186 0.518 2.225
B1 1.165 1.941 -3.875
O2 0.744 3.227 -4.534
O3 2.335 1.267 -4.520
H1 3.020 -1.642 -3.811
H2 3.246 -2.866 -2.391
H3 4.593 -1.477 -2.785
H4 3.353 -0.754 -0.633
H5 3.029 0.414 -2.074
H6 1.054 -1.005 -4.560
H7 -0.829 -0.929 -4.152
H8 0.660 -3.155 -2.423
H9 0.943 -3.320 -4.280
H10 -1.343 -4.146 -4.636
H11 -2.147 -2.818 -3.414
H12 -2.557 -1.977 -1.213
H13 -1.516 -1.545 0.101
H14 -3.547 -0.191 -0.231
H15 -4.107 0.729 -1.781
H16 -4.384 2.682 -0.427
H17 -2.505 2.823 -0.132
H18 -4.491 2.425 1.992
H19 -3.909 0.646 1.766
H20 -1.636 1.419 2.036
H21 -2.441 2.231 3.292
H22 -1.468 2.723 -2.063
H23 -1.558 1.030 -4.770
H24 -3.095 1.096 -3.682
H25 -3.323 3.287 -3.743
H26 -1.745 3.762 -3.959
H27 2.260 2.391 -1.571
H28 0.664 3.390 -1.521
H29 0.353 0.806 0.369
H30 0.047 2.727 0.665
H31 2.250 2.973 1.691
H32 3.117 1.831 0.354
H33 0.960 3.975 -3.874
H34 3.175 1.447 -4.002
C17 -1.692 8.412 0.895
O4 -1.085 7.639 1.918
C18 -0.885 6.282 1.517
C19 0.062 5.574 2.489
O5 1.443 5.834 2.206
C20 1.917 7.130 2.594
C21 2.122 7.256 4.106
O6 0.885 7.564 4.751
C22 0.960 7.393 6.157
H35 -2.660 7.989 0.614
H36 -1.846 9.425 1.277
H37 -1.034 8.469 0.023
H38 -0.469 6.247 0.504
H39 -1.860 5.783 1.531
H40 -0.061 4.494 2.356
H41 -0.176 5.797 3.532
H42 1.274 7.921 2.199
H43 2.894 7.236 2.110
H44 2.818 8.077 4.311
H45 2.531 6.321 4.503
H46 1.149 6.343 6.400
H47 -0.001 7.681 6.591
H48 1.742 8.026 6.581
C23 -5.279 0.378 8.720
O7 -4.423 -0.246 7.776
C24 -4.424 0.434 6.519
C25 -3.258 -0.049 5.652
O8 -2.022 0.601 5.973
C26 -1.388 0.155 7.179
C27 -0.719 -1.213 7.025
O9 -1.679 -2.257 7.196
C28 -1.181 -3.514 6.767
H49 -6.306 0.413 8.346
H50 -5.257 -0.208 9.643
H51 -4.921 1.388 8.944
H52 -4.345 1.515 6.677
H53 -5.370 0.205 6.017
H54 -3.470 0.230 4.614
H55 -3.151 -1.136 5.676
H56 -2.082 0.181 8.024
H57 -0.605 0.893 7.383
H58 0.045 -1.334 7.800
H59 -0.254 -1.288 6.036
H60 -0.978 -3.494 5.692
H61 -1.945 -4.272 6.960
H62 -0.275 -3.778 7.317
C29 0.260 -7.800 -4.460
O10 1.421 -7.573 -5.243
C30 1.774 -6.189 -5.291
C31 3.191 -6.020 -5.844
O11 4.202 -6.217 -4.847
C32 4.444 -7.580 -4.477
C33 5.233 -8.349 -5.540
O12 4.354 -8.829 -6.560
C34 5.061 -9.276 -7.706
H63 -0.590 -7.240 -4.859
H64 0.028 -8.868 -4.493
H65 0.446 -7.519 -3.419
H66 1.713 -5.751 -4.289
H67 1.062 -5.687 -5.954
H68 3.305 -4.981 -6.170
H69 3.370 -6.651 -6.717
H70 3.515 -8.088 -4.207
H71 5.059 -7.528 -3.572
H72 5.712 -9.220 -5.079
H73 5.997 -7.699 -5.978
H74 5.598 -8.443 -8.168
H75 4.337 -9.664 -8.427
H76 5.757 -10.075 -7.441

Results
* energy above the lowest of the compared OMol25 structures with the same formula, charge and spin: 9.0982 eV
* orbital gap: 0.2546 Eh
* total charge: +1
* HOMO: -10.7 eV
* max |F|: 5.6 eV/A
* LUMO level: -3.79 eV

Löwdin population analysis, charges in e, atoms 1 to 4: -0.08, -0.20, -0.14, -0.22